DFT (ωB97M-V with the def2-TZVPD basis set) results for a structure of composition C30H47BrN4OP2Pt.

Structure (XYZ):
```
86
Properties=species:S:1:pos:R:3:forces:R:3
N 3.99633 -3.05422 -6.11911 0.023 -0.206 -0.122
C 4.10247 -1.79637 -5.68674 -0.389 -0.018 0.562
C 3.45373 -1.35081 -4.53122 0.020 -0.691 -0.157
C 2.70792 -2.27604 -3.77026 -0.181 0.579 0.229
C 2.57229 -3.57918 -4.24786 0.376 -0.160 -0.783
C 3.24346 -3.92098 -5.44819 -0.408 0.267 0.854
C 2.15371 -1.83330 -2.44663 1.636 -0.359 -0.084
Pt 0.39687 -2.51988 -1.83356 -1.041 -0.221 0.590
P -0.35077 -1.56017 2.21183 -0.859 2.468 3.655
C 2.28167 -2.75583 -1.26899 3.919 1.163 0.859
C 2.69702 -2.20385 0.06929 -1.327 -1.113 -2.073
C 2.62964 -3.07853 1.17647 0.509 0.228 0.337
C 2.72719 -2.53971 2.45779 -0.606 -0.914 -0.383
C 2.49969 -1.16848 2.61683 2.813 -0.588 0.488
C 3.03718 -0.36526 1.59013 -0.150 -0.221 -1.270
C 3.08374 -0.87241 0.28079 0.104 0.931 1.139
Br 0.50720 0.67971 2.27471 -2.159 -0.298 -1.725
H 2.32087 -0.76232 -2.25773 -0.289 -0.415 -0.063
H 2.67226 -3.76404 -1.48057 -0.457 0.174 0.213
H 3.55208 -0.32331 -4.21460 0.050 0.084 0.081
H 1.95479 -4.31517 -3.73168 0.246 0.117 -0.077
H 4.74267 -1.12550 -6.26358 -0.248 -0.201 0.102
H 3.17821 -4.94561 -5.83354 0.042 0.475 0.044
H 2.39186 -4.13195 0.99921 0.615 0.208 0.195
H 3.36479 -0.22433 -0.55478 -0.034 -0.248 0.449
H 2.88485 -3.18183 3.32249 -0.640 0.055 -0.162
H 3.34529 0.65601 1.79085 -0.374 0.013 -0.078
P -1.72891 -2.34708 -2.44972 -0.746 0.865 -1.007
C 0.42296 -1.65693 3.86552 -2.402 -1.774 0.447
C 0.62890 -2.92099 4.61545 0.746 -0.506 0.289
H 0.08792 -0.84942 4.53126 0.268 0.059 -0.707
H 1.98723 -0.84807 3.57476 1.886 0.150 -0.884
H 1.48826 -2.81859 5.30484 -0.274 0.022 -0.166
H -0.23006 -3.12766 5.27877 0.142 -0.020 -0.325
H 0.85442 -3.78838 3.98064 -0.284 0.219 0.271
C -0.57913 -3.07016 1.18680 1.081 0.028 -1.164
C -1.26916 -4.24106 1.88236 -0.336 -0.052 0.719
H 0.40818 -3.39328 0.83225 -0.450 0.159 0.085
H -1.12790 -2.73723 0.27944 0.152 0.036 0.651
H -1.41515 -5.04594 1.15274 0.113 0.232 0.022
H -0.65265 -4.64370 2.69510 -0.214 0.087 -0.223
H -2.25768 -3.99217 2.28947 0.311 -0.097 -0.168
C -2.10728 -1.18270 2.64584 -0.111 0.249 -0.443
C -2.39378 -0.02108 3.60583 -0.066 0.115 -0.066
H -2.47814 -2.12510 3.07410 0.083 0.209 -0.141
H -2.61989 -1.03290 1.68088 0.011 -0.045 0.273
H -3.47455 0.04996 3.78592 0.268 -0.202 -0.037
H -1.90186 -0.17075 4.57332 -0.170 0.096 -0.185
H -2.08592 0.94558 3.19423 -0.011 -0.284 0.102
C -2.59723 -0.97075 -1.58477 0.066 -0.003 0.030
C -3.77911 -0.27146 -2.25988 -0.281 0.146 -0.027
H -1.81808 -0.24135 -1.32373 -0.143 -0.164 -0.052
H -2.93280 -1.43022 -0.64652 0.012 0.166 0.053
H -3.53632 0.19662 -3.22526 0.083 -0.273 0.295
H -4.62728 -0.95118 -2.41553 0.205 0.160 0.020
H -4.11691 0.54283 -1.60091 -0.011 -0.292 -0.209
C -2.56354 -3.91750 -2.02051 -0.494 0.257 0.185
C -2.94031 -4.79305 -3.21041 -0.077 -0.302 -0.001
H -3.45694 -3.61301 -1.45597 0.075 -0.293 -0.057
H -1.89681 -4.45978 -1.32836 -0.279 0.139 -0.237
H -3.64916 -4.29735 -3.88134 0.153 -0.053 0.133
H -2.05864 -5.08854 -3.78573 -0.106 0.035 0.030
H -3.41366 -5.70751 -2.83832 0.067 0.132 -0.151
C -1.80851 -1.97259 -4.23520 -0.821 -0.369 0.066
C -0.97195 -0.75313 -4.62588 0.046 0.020 -0.220
H -2.87735 -1.81335 -4.45661 0.328 -0.017 -0.197
H -1.50048 -2.88712 -4.76713 0.000 0.384 0.114
H -1.00615 -0.63342 -5.71778 0.038 0.023 0.331
H -1.35577 0.17476 -4.17952 0.070 -0.255 -0.055
H 0.07622 -0.87855 -4.32610 -0.214 0.016 -0.091
C 3.75124 4.62454 1.99533 0.438 0.341 0.214
N 2.78417 4.09162 1.04535 -0.603 -0.119 0.196
C 3.15554 3.85586 -0.23190 -0.281 -0.173 -0.162
C 2.28798 3.29723 -1.12187 0.032 -0.056 -0.105
C 0.97871 2.99212 -0.63473 0.026 0.099 0.750
N 0.57282 3.26682 0.59793 0.576 -0.002 -0.277
C 1.45929 3.77609 1.51860 0.237 -0.160 0.365
O 1.20551 3.89443 2.71891 0.215 -0.246 -1.303
N 0.10048 2.31516 -1.41843 -0.266 -0.271 -0.111
H 3.35640 4.52274 3.00638 0.005 -0.011 -0.244
H 3.95120 5.68420 1.79618 -0.133 -0.199 0.049
H 4.69785 4.08072 1.91153 -0.181 0.027 0.019
H 4.18838 4.10807 -0.49000 -0.401 -0.048 0.078
H 2.55667 3.06412 -2.14909 0.100 0.188 0.271
H 0.26491 2.13973 -2.39911 0.015 0.199 0.298
H -0.80447 2.08393 -1.02440 0.317 0.321 -0.161
```
Positions in Å, forces in eV/Å.

Values from the calculation:
Kohn-Sham gap (spin up / spin down), eV: 5.57 / 4.10
Energy above the lowest of the compared OMol25 structures with the same formula, charge and spin, kcal/mol: 24.4
Total charge: +2
DFT total energy, eV: -131727.6060
HOMO (spin up / spin down), eV: -13.10 / -13.10
Multiplicity: 3
<S²>: 2.04
Strongest force on any atom, eV/A: 4.493
Molar mass, g mol⁻¹: 816.66